The molecule C4H4N2S at a distorted geometry. Source: the Open Molecules 2025 dataset; level of theory: wB97M-V/def2-TZVPD.

The geometry in XYZ format:
```
11
C4H4N2S | the Open Molecules 2025 dataset | wB97M-V/def2-TZVPD
N -0.298 -0.211 0.893
C 1.682 -1.611 0.156
N 2.831 -1.744 0.243
S -1.487 2.002 0.016
H -0.437 -2.190 0.078
C 0.225 -1.280 0.011
H -0.854 -0.645 -1.895
C -0.688 0.596 -0.104
H 0.809 0.061 -1.696
H -0.280 -0.004 1.902
C -0.082 -0.299 -1.164
```

Results
**Structure (SMILES)**: N#C[C@@H]1CC(=S)N1
**Kohn-Sham gap**: 9.4 eV
**Energy relative to the best compared isomer or geometry (same formula, charge and spin)**: 136.0 kJ/mol

A structure of composition C22H18N4NiO3Se at a distorted geometry. Source: the Open Molecules 2025 dataset; level of theory: wB97M-V/def2-TZVPD.

The geometry in XYZ format:
```
49
C22H18N4NiO3Se | the Open Molecules 2025 dataset | wB97M-V/def2-TZVPD
C 0.113 6.261 -0.581
C -5.784 -2.141 0.836
N -1.619 2.554 -0.135
C -0.448 5.011 -0.414
H 1.863 7.462 -0.297
H 3.182 3.510 1.393
C -0.353 2.628 0.284
H -7.311 -1.236 -0.372
H 1.719 -2.762 -3.045
H 3.152 5.653 0.769
H 5.408 -5.056 1.019
H -5.851 0.576 -1.170
H 5.545 -5.605 -1.374
C 3.921 -4.350 -1.947
C -3.393 1.118 -0.398
C -6.281 -1.184 -0.054
C 4.717 -4.601 0.325
C 1.583 4.204 0.599
H -6.434 -2.912 1.229
H 2.296 -1.111 1.763
N -2.199 1.375 0.040
C 3.770 -3.718 0.817
H -4.064 -2.852 1.880
C 4.794 -4.910 -1.029
N 1.977 -2.743 -2.072
C 0.269 3.964 0.163
O 0.286 1.632 0.722
C -3.579 -1.093 0.772
H -3.909 1.879 -0.985
N 1.869 -2.243 0.064
O -2.359 -1.135 1.154
H 0.600 -1.016 1.213
C 1.413 6.490 -0.158
C 2.903 -3.143 -0.096
C 2.138 5.472 0.432
C 2.976 -3.462 -1.463
C -4.129 -0.059 -0.066
C -5.462 -0.172 -0.493
H -0.451 7.053 -1.052
O 2.294 3.205 1.169
C 1.306 -1.999 -1.147
H 3.715 -3.497 1.870
H 1.212 -2.502 2.019
C -4.470 -2.106 1.215
H 3.963 -4.598 -2.994
H -1.453 4.806 -0.749
Se -0.061 -0.884 -1.580
Ni -0.855 -0.068 0.588
C 1.481 -1.696 1.335
```

Results
**Multiplicity**: 3
**Kohn-Sham gap (spin up / spin down)**: 6.7 / 6.8 eV

A structure of composition C18H41DyOP3Se at a distorted geometry. Source: the Open Molecules 2025 dataset; level of theory: wB97M-V/def2-TZVPD.

The geometry in XYZ format:
```
65
C18H41DyOP3Se | the Open Molecules 2025 dataset | wB97M-V/def2-TZVPD
H -0.238 2.984 2.332
H 2.490 -3.845 1.198
C -5.654 1.110 0.959
H -1.211 -2.742 2.212
C -0.693 -3.192 -0.987
H 0.287 -3.540 2.727
H 1.180 -0.020 -4.457
C 3.318 -1.082 2.925
H 0.189 0.856 3.332
H 3.546 3.275 1.371
H 3.980 -1.865 2.522
H -1.528 -2.462 -1.019
H -0.254 -0.935 3.340
H 0.465 4.528 1.766
C 1.853 -3.997 0.309
H 0.399 4.455 -0.561
C -1.277 0.255 1.858
H 0.839 3.229 -1.802
H -0.172 -3.118 -1.955
H -0.626 3.013 -0.834
C -4.335 0.920 0.533
H 3.627 -1.942 -1.949
C 0.683 3.472 1.987
H 1.502 -5.039 0.283
H -5.834 1.348 2.007
H 3.176 -1.731 -3.683
H -7.743 1.137 0.389
H -2.009 -0.538 1.632
H 4.133 0.809 -1.973
H 3.160 0.271 1.459
H -1.427 0.286 -0.051
C 0.700 -0.007 -3.467
P 0.426 -2.859 0.412
C -0.445 -3.470 1.905
C 0.404 3.388 -0.807
H -3.501 1.053 1.213
H -1.081 -4.208 -0.831
H 2.077 -2.632 -2.567
P 1.356 2.586 0.529
H 0.189 0.954 -3.291
Dy 0.732 -0.153 0.429
H 2.602 -1.556 3.583
H -4.911 0.254 -2.783
H 2.467 -3.785 -0.581
C -0.269 0.018 2.791
H 3.622 2.869 -0.360
H -1.641 1.276 1.693
H 2.924 4.430 0.159
P 1.973 -0.226 -2.161
H 3.562 0.868 -3.680
H 1.413 3.420 2.807
C 3.014 3.362 0.412
C -6.452 0.693 -1.298
C -5.134 0.475 -1.724
C 3.265 0.994 -2.628
C -4.064 0.524 -0.792
H -0.911 -4.453 1.741
Se -2.264 0.012 -1.376
C 2.791 -1.795 -2.656
C -6.711 0.991 0.055
H -0.038 -0.824 -3.378
H 2.882 2.015 -2.460
H 3.903 -0.307 3.461
O 2.571 -0.435 1.803
H -7.279 0.628 -2.019
```

Results
**Multiplicity**: 6
**Kohn-Sham gap (spin up / spin down)**: 5.0 / 5.1 eV
**Net charge**: +3